1.
# C29H33As2KN6O5S2

A structure of composition C29H33As2KN6O5S2 (ωB97M-V/def2-TZVPD, the Open Molecules 2025 dataset).

Summary:
energy relative to the best compared isomer or geometry (same formula, charge and spin) = 56.88 kcal/mol
frontier orbital gap = 5.70 eV
lowest unoccupied orbital energy = 4.064 eV
highest occupied orbital energy = -1.632 eV
charge = -2

Each line ends with the Mulliken charge.
Cartesian coordinates (Å):
1 K 1.588 -0.518 0.971  1.05
2 N 0.390 -4.662 2.417  -0.51
3 C -0.171 -3.425 2.179  0.33
4 S -0.281 -2.403 3.509  -0.52
5 N -0.674 -3.273 0.976  -1.38
6 N -0.820 -2.104 0.395  1.28
7 C -1.566 -2.045 -0.676  0.10
8 C -2.331 -3.236 -1.124  -0.33
9 C -3.341 -3.758 -0.319  -0.13
10 C -4.030 -4.895 -0.698  -0.75
11 C -3.710 -5.541 -1.880  -0.41
12 C -2.691 -5.045 -2.677  -0.77
13 C -2.003 -3.907 -2.300  0.11
14 C -1.594 -0.825 -1.445  0.17
15 C -2.303 -0.746 -2.661  -0.86
16 C -2.300 0.433 -3.372  -0.81
17 C -1.615 1.528 -2.859  -0.94
18 C -0.955 1.364 -1.649  -0.36
19 N -0.945 0.243 -0.960  0.98
20 H 0.393 -4.926 3.391  0.22
21 H 0.172 -5.383 1.747  0.22
22 H -3.581 -3.260 0.611  0.38
23 H -4.820 -5.284 -0.069  0.38
24 H -4.249 -6.431 -2.179  0.36
25 H -2.428 -5.557 -3.593  0.36
26 H -1.191 -3.535 -2.910  0.51
27 H -2.844 -1.605 -3.032  0.48
28 H -2.837 0.512 -4.311  0.38
29 H -1.600 2.473 -3.383  0.46
30 H -0.409 2.186 -1.196  0.08
31 O 4.970 0.535 -0.251  -0.26
32 S 4.185 1.082 1.024  0.87
33 O 5.201 1.758 1.800  -0.72
34 O 3.156 2.012 0.557  -0.44
35 O 3.579 -0.049 1.718  -0.85
36 C 1.236 4.054 0.379  -1.58
37 As 0.734 2.400 1.330  0.98
38 C 1.572 2.756 3.058  -1.23
39 C -1.041 3.127 2.008  0.25
40 C -1.212 4.482 2.279  -0.50
41 C -2.366 4.986 2.850  -0.80
42 C -3.398 4.122 3.167  -0.75
43 C -3.259 2.776 2.877  -0.52
44 C -2.101 2.262 2.302  -0.27
45 As -1.948 0.347 1.847  1.55
46 C -3.617 0.344 0.751  -1.32
47 C -2.866 -0.369 3.462  -1.52
48 H 1.481 4.866 1.066  0.34
49 H 0.456 4.382 -0.317  0.41
50 H 2.134 3.797 -0.172  0.47
51 H 1.412 3.793 3.369  0.40
52 H 2.634 2.562 2.942  0.32
53 H 1.162 2.087 3.820  0.31
54 H -0.413 5.177 2.043  0.19
55 H -2.460 6.048 3.054  0.37
56 H -4.306 4.496 3.630  0.36
57 H -4.087 2.116 3.115  0.12
58 H -4.486 0.673 1.325  0.53
59 H -3.802 -0.663 0.374  0.36
60 H -3.486 1.009 -0.102  0.23
61 H -3.859 0.044 3.644  0.45
62 H -2.229 -0.195 4.329  0.35
63 H -2.952 -1.451 3.337  0.39
64 N 7.064 -1.025 -3.671  -0.56
65 C 6.153 -1.329 -2.623  0.47
66 O 6.327 -2.382 -2.008  -0.71
67 C 5.104 -0.393 -2.413  -0.07
68 C 4.746 0.637 -3.267  -0.22
69 C 3.579 1.349 -3.037  -1.57
70 C 2.681 0.822 -2.100  0.49
71 N 2.939 -0.154 -1.278  -0.29
72 C 4.327 -0.447 -1.128  0.29
73 H 7.943 -1.510 -3.555  0.25
74 H 7.181 -0.037 -3.830  0.22
75 H 5.309 0.822 -4.179  0.29
76 H 3.284 2.165 -3.684  0.36
77 H 1.649 1.162 -2.110  0.20
78 H 4.438 -1.420 -0.636  0.26

***

2.
# C22H30N4O7S

An isolated molecule of C22H30N4O7S (ωB97M-V/def2-TZVPD, the Open Molecules 2025 dataset).

Summary:
energy relative to the best compared isomer or geometry (same formula, charge and spin) = 530.62 kcal/mol
SMILES = CC(C)Oc1ccc(S(=O)(=O)N2CCOCC2)cc1NC(=O)CN1C(=O)NC2(CCCC2)C1=O
frontier orbital gap = 7.66 eV
lowest unoccupied orbital energy = -0.564 eV
highest occupied orbital energy = -8.223 eV

Each line ends with the natural charge from an NBO analysis.
Cartesian coordinates (Å):
1 C -1.104 -2.651 -3.537  -0.66
2 C -0.102 -2.019 -4.178  0.13
3 C 0.884 -3.129 -4.790  -0.55
4 O 1.188 -1.455 -3.255  -0.59
5 C 0.691 -0.345 -2.447  0.41
6 C -0.470 0.467 -2.668  -0.29
7 C -0.441 1.484 -1.849  -0.12
8 C 0.054 1.613 -0.663  -0.46
9 S -0.427 2.637 0.541  2.33
10 O -0.795 3.854 -0.062  -0.95
11 O -1.452 2.009 1.479  -0.96
12 N 1.041 3.041 1.354  -0.71
13 C 0.975 3.343 2.965  -0.23
14 C 1.063 4.738 3.141  -0.13
15 O 2.362 5.043 2.940  -0.52
16 C 2.995 4.236 1.900  -0.11
17 C 1.903 3.917 0.839  -0.23
18 C 1.175 0.591 -0.145  -0.05
19 C 1.267 -0.542 -1.034  0.07
20 N 2.322 -1.469 -0.827  -0.60
21 C 2.704 -2.200 0.003  0.72
22 O 3.650 -3.045 0.095  -0.64
23 C 2.016 -1.819 1.503  -0.30
24 N 0.860 -1.522 1.647  -0.54
25 C 0.052 -0.589 2.494  0.81
26 O 1.000 0.178 2.935  -0.70
27 N -1.150 -0.582 2.205  -0.63
28 C -1.653 -1.284 1.019  0.12
29 C -2.612 -2.540 1.894  -0.37
30 C -3.943 -1.854 1.380  -0.44
31 C -3.732 -1.415 0.033  -0.38
32 C -2.207 -0.758 -0.020  -0.54
33 C -0.209 -2.122 0.783  0.74
34 O -0.053 -3.008 0.084  -0.57
35 H -0.931 -3.357 -2.811  0.26
36 H -1.695 -3.216 -4.456  0.26
37 H -1.821 -1.802 -3.199  0.21
38 H -0.139 -1.259 -4.894  0.21
39 H 1.872 -2.775 -5.066  0.22
40 H 1.066 -3.849 -4.279  0.18
41 H 0.286 -3.422 -5.771  0.18
42 H -0.712 0.514 -3.486  0.17
43 H -1.299 2.254 -2.095  0.24
44 H -0.132 2.934 3.103  0.24
45 H 1.633 2.538 3.493  0.27
46 H 0.896 4.828 4.083  0.20
47 H 0.200 5.275 2.612  0.17
48 H 3.736 3.446 2.333  0.20
49 H 3.865 4.805 1.469  0.21
50 H 1.507 4.756 0.429  0.20
51 H 2.590 3.306 -0.015  0.16
52 H 1.655 0.846 0.630  0.22
53 H 2.545 -1.882 -1.663  0.42
54 H 2.482 -2.792 2.285  0.15
55 H 2.602 -1.018 2.112  0.26
56 H -1.596 0.325 2.617  0.46
57 H -2.301 -2.510 2.955  0.22
58 H -2.440 -3.592 1.449  0.22
59 H -4.876 -2.563 1.505  0.23
60 H -4.193 -1.051 2.138  0.20
61 H -4.635 -0.679 -0.174  0.22
62 H -3.817 -2.222 -0.570  0.20
63 H -1.954 -0.825 -0.952  0.25
64 H -2.243 0.187 0.461  0.29

***

3.
# C6H15NO

A cluster of 2 separate species, C6H15NO in total (ωB97M-V/def2-TZVPD, the Open Molecules 2025 dataset).

Summary:
energy relative to the best compared isomer or geometry (same formula, charge and spin) = 42.20 kcal/mol
SMILES = CCC/C(C)=C/N.O
frontier orbital gap = 8.53 eV
lowest unoccupied orbital energy = 0.409 eV
highest occupied orbital energy = -8.120 eV

Each line ends with the natural charge from an NBO analysis.
Cartesian coordinates (Å):
1 C 1.048 3.162 -1.146  -0.60
2 C 0.632 1.917 -0.413  -0.39
3 C 1.147 0.520 -0.783  -0.41
4 C 0.876 -0.527 0.304  -0.07
5 C 2.127 -1.243 0.773  -0.64
6 C -0.314 -0.605 0.858  -0.02
7 N -0.692 -1.619 1.814  -0.83
8 H 0.689 4.051 -0.626  0.21
9 H 2.118 3.262 -1.350  0.20
10 H 0.587 3.215 -2.144  0.20
11 H -0.467 1.925 -0.426  0.19
12 H 0.978 2.016 0.629  0.20
13 H 0.836 0.252 -1.793  0.20
14 H 2.238 0.665 -0.857  0.19
15 H 2.867 -0.456 0.965  0.21
16 H 2.610 -1.861 0.021  0.22
17 H 1.878 -1.691 1.734  0.21
18 H -1.222 -0.058 0.638  0.19
19 H -0.129 -2.445 1.782  0.36
20 H -1.652 -1.854 1.649  0.36
21 O -5.674 -3.016 -0.786  -0.93
22 H -5.370 -3.356 0.068  0.46
23 H -5.112 -2.254 -0.911  0.46